No. 1
Entry from OMol25: 9 unconnected molecules or ions with the total composition C44H113N7O15 in a non-equilibrium geometry (the ωB97M-V functional and the def2-TZVPD basis).

Calculated values
- <S²> = 0.751
- charge = -1
- multiplicity = 2
- max |F| (eV Å⁻¹) = 3.2
- E_HOMO (alpha / beta) (eV) = 0.87 / -6.48
- frontier orbital gap (alpha / beta) (eV) = 1.338 / 8.662

```
179
Properties=species:S:1:pos:R:3:forces:R:3
C 7.318 -2.061 16.372 -1.2 0.3 0.4
C 6.228 -0.979 16.500 0.8 -0.7 0.2
O 5.689 -0.750 15.249 -0.2 0.6 -2.4
H 7.904 -1.849 15.477 0.0 -0.1 0.1
H 6.823 -3.030 16.305 0.5 -0.2 -0.1
H 7.942 -1.968 17.261 0.1 -0.5 -0.1
H 6.801 -0.144 16.904 -0.7 0.6 0.2
H 5.327 -1.283 17.032 0.7 -0.1 1.4
H 5.367 0.146 15.125 0.0 0.0 0.2
C 7.785 -0.338 10.771 -0.2 -0.7 0.5
C 8.468 -1.679 10.526 0.0 0.4 0.8
O 9.824 -1.437 10.243 0.8 0.1 -0.5
H 7.957 0.360 9.952 -0.4 -0.1 0.0
H 8.128 0.111 11.703 0.6 0.0 -0.1
H 6.747 -0.549 11.030 -0.4 0.3 -0.6
H 8.040 -2.292 9.733 -0.4 0.2 -0.1
H 8.431 -2.259 11.448 -0.3 -0.3 0.1
H 10.070 -2.057 9.552 0.4 0.0 0.0
C 14.925 -9.860 16.688 1.2 -0.1 1.0
O 15.161 -10.188 15.352 0.3 -0.3 -0.7
C 14.022 -10.551 14.609 0.2 -1.5 -0.2
C 14.375 -11.434 13.365 0.8 2.3 0.7
N 14.997 -10.602 12.311 -0.5 -0.9 -0.8
C 15.680 -11.505 11.357 0.8 0.4 -0.4
C 16.583 -10.782 10.310 -2.3 1.0 0.1
O 17.853 -10.560 10.705 2.1 -1.1 1.4
C 18.764 -10.036 9.769 -0.5 0.0 0.7
H 15.884 -9.957 17.196 0.5 0.7 -0.2
H 14.424 -10.603 17.309 -1.2 -0.2 -0.6
H 14.544 -8.850 16.837 -0.3 0.0 0.0
H 13.435 -9.675 14.334 -0.1 0.1 -0.2
H 13.442 -11.222 15.243 -0.5 0.1 0.2
H 13.434 -11.886 13.050 0.2 -0.1 -0.4
H 15.127 -12.178 13.629 -0.4 -0.5 0.5
H 15.663 -9.974 12.738 0.2 0.0 0.1
H 14.962 -12.090 10.782 -0.4 0.1 0.1
H 16.258 -12.232 11.928 0.4 -0.3 -0.1
H 16.142 -9.786 10.278 -0.7 0.3 -0.7
H 16.599 -11.198 9.303 -0.5 -0.5 -0.1
H 18.448 -9.033 9.482 0.5 0.6 0.4
H 18.827 -10.539 8.804 -0.1 -0.8 0.1
H 19.662 -10.161 10.374 0.5 0.8 -0.8
C 13.644 -1.318 11.503 0.8 -0.8 0.0
O 13.670 0.056 11.276 0.1 -0.2 -0.6
C 12.492 0.708 11.726 0.7 -0.5 -0.4
C 12.683 2.114 11.248 -0.5 0.6 1.3
N 13.606 2.722 12.242 0.2 -0.8 -0.6
C 14.302 3.854 11.698 0.6 1.3 1.9
C 15.317 4.467 12.755 1.4 -0.9 -0.5
O 16.446 3.572 12.783 0.2 -1.2 -1.3
C 17.443 3.896 13.728 -1.9 0.5 0.4
H 12.851 -1.864 10.992 -0.7 0.3 0.2
H 13.658 -1.501 12.578 -0.2 -0.4 0.2
H 14.526 -1.790 11.069 0.4 0.4 0.1
H 12.530 0.701 12.815 -0.5 0.0 0.2
H 11.619 0.177 11.346 -0.2 0.2 -0.1
H 11.722 2.627 11.293 0.0 0.3 -0.2
H 13.098 2.118 10.240 -0.1 0.0 -0.2
H 14.353 2.042 12.224 0.2 -0.6 0.9
H 13.529 4.584 11.456 0.4 0.4 -0.5
H 14.923 3.507 10.873 0.0 0.7 -0.5
H 15.092 4.602 13.814 -1.4 -0.2 0.0
H 15.758 5.422 12.469 -0.5 0.5 -0.6
H 16.939 3.725 14.679 0.5 0.1 0.7
H 17.602 4.970 13.633 0.8 0.2 0.2
H 18.343 3.282 13.697 -0.2 0.1 -0.6
C 13.694 -2.191 17.722 -0.7 1.2 -1.1
O 12.323 -2.127 18.058 -0.2 -0.6 0.6
C 11.888 -3.022 19.061 0.7 0.9 0.1
C 10.493 -3.404 18.829 -2.1 -1.9 -0.8
N 10.006 -4.153 19.974 1.3 -0.9 1.4
C 8.820 -4.981 19.741 0.2 0.6 0.1
C 8.270 -5.824 20.977 0.3 2.2 -1.7
O 7.645 -4.876 21.832 0.0 -0.4 0.8
C 7.394 -5.410 23.141 -0.3 1.0 -0.8
H 13.765 -1.196 17.284 1.0 0.0 -0.3
H 13.846 -2.921 16.926 0.3 -0.3 0.1
H 14.437 -2.290 18.513 -0.3 -0.2 0.4
H 11.930 -2.514 20.024 0.4 0.0 0.4
H 12.471 -3.942 19.086 0.2 0.0 0.1
H 10.460 -4.095 17.987 0.0 0.0 -0.4
H 9.738 -2.649 18.611 0.5 0.8 -0.3
H 9.800 -3.423 20.641 -0.3 -0.4 0.6
H 8.983 -5.614 18.868 0.3 -0.4 0.2
H 8.191 -4.183 19.346 -1.8 -0.7 0.3
H 9.071 -6.363 21.483 0.2 0.0 0.0
H 7.530 -6.522 20.585 -0.1 -0.2 0.1
H 6.824 -6.335 23.054 0.4 -0.4 0.2
H 6.748 -4.714 23.676 0.0 0.2 -0.2
H 8.328 -5.439 23.702 0.1 -0.7 0.0
C 14.746 -5.690 9.529 -1.3 -0.9 -0.3
O 15.037 -4.794 10.546 1.2 0.5 -1.1
C 14.430 -5.119 11.748 0.3 0.7 1.3
C 15.265 -4.406 12.878 0.6 -1.1 -1.3
N 16.297 -5.328 13.367 -0.2 -1.3 0.3
C 17.367 -5.702 12.435 0.8 -0.7 0.4
C 18.398 -6.753 13.026 -0.9 0.9 0.2
O 19.482 -6.895 12.120 -0.1 0.0 0.4
C 20.440 -7.847 12.532 0.1 -0.1 0.1
H 14.527 -6.693 9.895 0.8 -0.5 0.5
H 15.497 -5.770 8.743 0.0 0.5 0.2
H 13.745 -5.524 9.130 -0.1 0.8 -0.7
H 14.450 -6.206 11.818 0.0 -0.2 0.7
H 13.390 -4.793 11.733 -0.3 0.1 0.2
H 14.653 -3.971 13.669 0.1 -0.5 0.2
H 15.796 -3.585 12.397 -0.3 0.5 -0.3
H 16.726 -5.032 14.232 -0.2 0.2 0.0
H 17.830 -4.782 12.077 0.7 -0.1 -0.2
H 17.091 -6.283 11.555 -1.0 0.5 -0.2
H 17.868 -7.697 13.153 -0.2 -0.3 -0.3
H 18.710 -6.536 14.047 0.5 0.6 0.1
H 21.097 -8.056 11.687 -0.2 0.0 0.0
H 20.005 -8.768 12.918 -0.4 -0.3 -0.4
H 21.076 -7.543 13.364 0.1 0.7 0.1
C 12.214 -6.727 17.397 -1.1 -0.7 1.3
O 12.755 -6.963 18.740 0.5 1.0 -2.6
C 12.003 -7.742 19.595 -0.4 0.4 1.5
C 12.472 -7.336 21.038 0.0 -1.5 0.1
N 13.272 -8.505 21.468 -0.1 0.0 1.9
C 13.932 -8.459 22.870 -0.2 -0.5 -2.7
C 14.433 -9.829 23.385 -0.7 0.8 -0.6
O 15.636 -10.238 22.763 0.5 -0.6 0.8
C 16.177 -11.517 23.220 -0.2 1.4 -0.6
H 11.860 -7.628 16.896 0.7 -0.5 -0.1
H 12.860 -6.147 16.738 0.4 -0.2 0.5
H 11.254 -6.222 17.499 0.0 0.6 0.2
H 12.180 -8.811 19.478 0.3 -0.2 -0.1
H 10.923 -7.677 19.463 -0.3 0.7 -0.1
H 11.676 -7.188 21.768 -0.4 -0.2 -0.2
H 13.006 -6.386 21.027 0.2 0.1 -0.4
H 13.855 -8.718 20.671 0.8 -0.2 0.6
H 13.142 -8.154 23.557 0.1 0.2 0.0
H 14.740 -7.729 22.818 0.1 0.1 0.5
H 13.606 -10.518 23.212 0.0 -0.4 -0.2
H 14.499 -9.700 24.465 0.6 -0.2 0.3
H 15.522 -12.304 22.846 0.2 -0.3 0.2
H 16.371 -11.571 24.292 -0.7 0.1 0.3
H 17.192 -11.596 22.831 -0.3 0.0 -0.6
C 13.315 -9.313 7.091 0.9 1.3 -0.1
O 12.905 -10.123 8.148 -0.1 0.5 1.3
C 12.783 -9.372 9.412 -0.6 -1.3 0.0
C 12.163 -10.318 10.492 0.6 -0.6 0.8
N 11.325 -11.387 9.981 -1.3 -0.4 -0.1
C 10.577 -12.264 10.927 -1.8 0.7 -0.4
C 9.347 -11.525 11.664 2.4 0.0 -0.4
O 9.810 -10.583 12.631 0.5 0.4 0.6
C 10.451 -11.163 13.749 0.6 -0.7 0.4
H 12.570 -8.608 6.722 -0.6 -0.1 0.1
H 13.727 -9.808 6.211 -0.4 -0.9 0.3
H 14.143 -8.677 7.405 0.3 0.2 0.2
H 12.226 -8.440 9.311 -0.6 -0.2 -0.5
H 13.739 -9.031 9.809 0.5 -0.3 -0.3
H 11.652 -9.794 11.301 -0.2 0.5 -0.4
H 12.931 -10.876 11.026 0.9 0.7 0.0
H 11.974 -11.940 9.438 -0.4 -0.4 -0.3
H 11.082 -12.955 11.603 0.9 0.6 0.6
H 10.079 -13.018 10.316 -0.2 0.1 -0.5
H 8.670 -12.206 12.181 0.0 -0.4 -0.3
H 8.826 -10.938 10.908 -0.1 -0.1 0.1
H 11.332 -11.768 13.536 -0.2 -0.6 -0.8
H 9.784 -11.770 14.362 -0.3 -0.1 -0.1
H 10.973 -10.509 14.446 -0.8 1.2 -0.3
C 8.952 -6.321 13.727 -0.2 0.5 -0.5
C 10.491 -6.165 13.521 -2.9 -1.3 0.1
C 10.921 -4.841 14.042 0.6 1.1 -0.6
O 10.306 -3.802 13.241 0.7 0.4 1.4
C 10.611 -2.466 13.777 -0.8 -1.6 -0.9
N 11.028 -7.251 14.288 1.1 0.5 1.2
H 8.644 -6.238 14.769 0.5 0.4 0.3
H 8.557 -7.309 13.489 0.4 -0.1 -0.6
H 8.400 -5.567 13.166 -0.1 -0.1 -0.1
H 10.763 -6.348 12.481 -0.2 0.8 -0.4
H 12.004 -4.725 14.000 0.5 0.0 -0.5
H 10.788 -4.783 15.122 -1.0 0.2 0.2
H 10.356 -1.771 12.977 0.3 0.0 0.0
H 11.667 -2.427 14.044 0.0 0.3 0.1
H 9.939 -2.273 14.613 0.3 0.0 0.3
H 12.028 -7.119 14.228 0.4 -1.0 0.1
H 10.696 -8.141 13.947 0.4 -0.1 -0.2
```
Positions in Å, forces in eV/Å.

***

No. 2
Entry from OMol25: a molecular structure, C16H36BeCl3FKMgN2O8P in a non-equilibrium geometry (the ωB97M-V functional and the def2-TZVPD basis).

Calculated values
- max |F| (eV Å⁻¹) = 2.7
- E_HOMO (eV) = -6.35
- frontier orbital gap (eV) = 1.908

```
70
Properties=species:S:1:pos:R:3:forces:R:3
C -2.950 1.518 4.902 -0.5 -0.6 0.8
C -2.859 1.722 3.721 -0.3 -0.6 -0.4
C -2.695 1.610 2.295 0.5 0.7 -0.5
C -1.467 0.766 1.950 0.6 -0.2 0.5
C -1.400 -0.475 2.867 -0.1 0.8 -0.7
P -0.738 -1.976 2.090 -0.2 -0.8 0.8
C -2.582 -2.701 2.038 -0.8 0.6 -0.4
C -3.580 -1.890 1.135 0.9 -1.4 -0.5
C -3.144 -1.831 -0.314 0.1 0.1 0.3
F -4.229 -1.537 -1.110 -0.2 0.0 -0.2
N 0.953 -1.274 2.089 0.3 0.0 -0.5
C 1.846 -2.141 1.342 -0.3 -0.7 -0.7
C 3.248 -1.807 1.735 -1.6 2.1 0.7
C 3.853 -0.581 1.134 0.8 -0.5 0.3
C 3.142 0.746 1.498 -0.7 -0.1 -0.5
H -2.882 1.302 5.939 0.1 0.4 0.3
H -3.582 1.191 1.827 -0.3 0.1 0.2
H -2.539 2.614 1.912 -0.3 0.1 -0.4
H -0.572 1.357 2.131 0.1 0.2 0.0
H -1.432 0.530 0.889 -0.4 0.0 -0.2
H -2.399 -0.647 3.240 0.0 -0.4 0.1
H -0.779 -0.225 3.715 0.2 -0.4 0.2
H -0.646 -2.190 0.689 -0.2 0.3 0.0
H -0.376 -3.030 2.941 0.2 0.0 -0.2
H -2.991 -2.657 3.058 0.5 -0.1 0.3
H -2.539 -3.786 1.778 1.5 0.5 -0.4
H -3.783 -0.903 1.528 0.1 -0.2 0.1
H -4.566 -2.391 1.132 -0.1 0.6 -0.2
H -2.713 -2.776 -0.643 0.0 -0.2 -0.2
H -2.405 -1.047 -0.462 0.2 0.1 -0.1
H 0.890 -0.435 1.518 0.1 0.4 0.3
H 1.677 -2.015 0.268 0.3 -0.1 -0.2
H 1.610 -3.183 1.560 0.0 -0.2 0.2
H 4.145 -2.783 1.251 -0.6 -1.1 -0.4
H 3.302 -1.864 2.822 0.6 -0.4 0.1
H 3.956 -0.666 0.050 0.1 0.1 0.0
H 4.871 -0.499 1.509 0.2 0.0 0.0
H 3.841 1.560 1.637 0.2 0.0 0.0
H 2.490 1.018 0.669 0.0 0.1 -0.1
H 2.489 0.640 2.353 0.2 0.1 0.4
Cl 4.034 -4.159 0.586 0.5 0.7 0.2
O -4.151 2.867 0.065 1.5 -0.1 -1.3
H -4.249 2.005 -0.368 -0.2 0.0 0.2
H -4.444 3.491 -0.613 0.0 0.1 0.1
Be -4.760 -0.123 4.766 -0.2 0.1 -1.4
Cl -6.088 3.060 1.224 -1.1 0.0 1.0
Mg -4.215 -4.317 1.995 -1.3 -0.5 0.5
C 6.568 -0.654 -1.351 0.9 -0.2 0.3
O 5.345 -0.067 -1.339 0.0 0.0 -0.2
H 6.591 -1.765 -1.567 -0.2 0.0 0.2
H 7.302 -0.273 -2.108 -0.2 0.2 0.0
H 7.156 -0.598 -0.415 -0.2 0.1 0.1
Cl -0.905 -2.975 5.016 -0.3 0.0 0.2
N -6.740 -0.249 2.010 -1.8 1.4 -1.3
O -6.920 0.134 0.838 0.6 -0.8 0.8
O -7.637 -0.189 2.840 0.3 -0.3 0.4
O -5.584 -0.678 2.325 0.9 0.1 1.5
K 4.928 -1.311 -3.299 -0.4 -0.1 -0.5
C 4.132 3.473 -5.080 0.2 0.0 0.2
O 3.116 3.965 -5.955 0.1 0.0 0.1
C 2.607 3.048 -6.772 0.0 0.1 0.0
O 2.928 1.888 -6.822 0.0 -0.1 0.1
O 1.682 3.633 -7.527 -0.1 0.0 0.0
C 1.044 2.761 -8.464 -0.1 0.0 -0.1
H 4.466 4.308 -4.474 -0.1 0.1 -0.1
H 3.734 2.698 -4.428 0.0 -0.1 0.0
H 4.978 3.092 -5.649 -0.1 -0.1 0.0
H 0.525 1.956 -7.948 0.1 -0.1 0.0
H 1.769 2.353 -9.165 0.0 -0.1 0.1
H 0.323 3.366 -9.004 0.0 0.1 0.1
```
Positions in Å, forces in eV/Å.

***

No. 3
Entry from OMol25: 2 unconnected molecules or ions with the total composition C6H12O in a non-equilibrium geometry (the ωB97M-V functional and the def2-TZVPD basis).

Calculated values
- max |F| (eV Å⁻¹) = 1.3
- E_HOMO (eV) = -8.73
- frontier orbital gap (eV) = 9.628

```
19
Properties=species:S:1:pos:R:3:forces:R:3
C 1.746 0.311 1.811 0.4 -0.4 0.1
C 0.827 1.124 1.331 -0.9 0.3 -0.7
C -0.204 0.659 0.372 0.0 -0.1 0.1
C -0.571 1.565 -0.768 0.8 0.1 -0.9
C -0.792 -0.528 0.525 -1.1 0.2 0.3
C -1.821 -1.140 -0.386 0.9 0.1 -0.9
H 1.784 -0.715 1.467 0.0 0.0 0.1
H 2.498 0.609 2.514 0.2 0.2 0.3
H 0.770 2.187 1.553 0.3 -0.1 0.3
H -1.536 2.035 -0.687 -0.6 0.0 0.3
H 0.143 2.377 -0.910 0.1 0.0 0.2
H -0.568 1.040 -1.730 -0.1 -0.1 0.1
H -0.702 -1.047 1.471 0.6 -0.1 0.0
H -2.423 -1.846 0.156 -0.3 -0.3 0.1
H -2.457 -0.446 -0.929 -0.1 0.3 0.3
H -1.289 -1.665 -1.199 -0.2 -0.1 0.3
O 1.354 -1.519 -1.860 -0.2 0.6 -0.1
H 1.860 -2.240 -1.484 0.1 0.1 0.3
H 1.382 -0.760 -1.247 0.1 -0.7 -0.2
```
Positions in Å, forces in eV/Å.

***

No. 4
Entry from OMol25: 3 unconnected molecules or ions with the total composition C27H55N4O12P2 in a non-equilibrium geometry (the ωB97M-V functional and the def2-TZVPD basis).

Calculated values
- charge = +1
- max |F| (eV Å⁻¹) = 9.0
- E_HOMO (eV) = -9.99
- frontier orbital gap (eV) = 6.641

```
100
Properties=species:S:1:pos:R:3:forces:R:3
C -0.857 -2.191 -0.136 0.8 -0.6 -0.3
C -0.494 -2.579 -1.487 -1.2 -0.1 -0.1
C -0.097 -4.063 -1.846 5.5 -0.4 1.6
O 0.996 -4.498 -1.379 -3.7 0.9 -1.0
O -0.849 -4.934 -2.660 -0.1 1.7 2.0
C -1.064 -6.211 -2.009 -0.1 -2.1 0.5
C 0.034 -7.320 -2.364 0.5 -0.5 -0.3
C -0.555 -8.654 -3.026 -0.3 0.6 -0.3
C -1.588 -9.446 -2.075 -0.1 -0.2 -1.2
C -0.948 -10.723 -1.354 -0.9 -0.3 0.1
C -0.526 -10.470 0.167 1.3 0.8 -0.8
N -1.584 -9.739 0.952 1.2 -0.7 -0.2
C -1.245 -9.000 2.018 -1.2 1.4 1.8
N -2.246 -8.251 2.767 4.5 0.4 1.1
C -1.492 -7.571 3.776 1.2 -4.4 -5.2
N -0.126 -7.976 3.588 -2.6 3.6 3.6
C 0.812 -7.340 4.562 1.3 -0.1 1.1
C 2.321 -7.837 4.448 0.1 1.1 1.9
O 2.864 -7.811 3.106 -1.6 1.0 -0.3
C 2.660 -6.558 2.472 0.1 2.9 -1.2
C 2.416 -6.615 0.880 0.8 -1.3 0.5
O 2.693 -5.450 3.022 -0.2 -3.9 -0.6
N 0.075 -8.833 2.563 -4.2 -0.1 -1.2
H -1.937 -2.045 0.215 1.6 1.8 -1.3
H -0.048 -1.995 0.654 -1.2 -2.3 -0.5
H -0.454 -1.772 -2.288 -2.0 -1.6 0.3
H -1.092 -6.130 -0.864 -0.1 0.3 -1.7
H -2.076 -6.629 -2.363 1.4 1.1 0.4
H 0.781 -6.871 -3.108 -0.9 -0.6 1.3
H 0.583 -7.648 -1.411 -0.6 0.7 -1.3
H -1.085 -8.331 -3.996 0.6 -0.5 1.5
H 0.290 -9.352 -3.376 -1.2 1.1 0.7
H -2.110 -8.720 -1.368 0.8 -1.0 -0.8
H -2.404 -9.848 -2.778 1.1 0.6 1.2
H -1.719 -11.578 -1.384 1.1 1.3 0.2
H -0.083 -11.091 -2.009 -1.0 0.5 1.4
H -0.156 -11.408 0.696 -0.8 1.0 -0.6
H 0.371 -9.744 0.140 -1.2 -1.0 0.0
H -2.563 -9.815 0.633 0.9 0.3 0.7
H -1.925 -6.863 4.543 1.0 -1.0 -1.0
H 0.451 -7.639 5.613 0.6 0.3 -1.6
H 0.715 -6.200 4.519 0.3 -1.7 -0.4
H 2.956 -7.121 5.089 -1.1 -1.0 -0.8
H 2.397 -8.854 4.961 0.2 1.1 -1.4
H 1.516 -7.282 0.615 1.2 1.1 0.5
H 2.320 -5.583 0.421 0.0 -1.3 0.9
H 3.326 -7.147 0.416 -1.3 0.8 0.7
H 0.977 -9.232 2.287 -0.4 0.5 0.4
O -0.853 2.908 -1.108 4.5 0.4 -0.7
P -0.272 3.504 0.179 -8.2 -0.1 3.6
O -0.776 2.288 1.188 1.1 -0.4 -0.2
C -0.018 1.087 1.200 0.1 -0.2 0.1
C 1.366 1.298 1.788 0.1 0.0 0.1
O -1.562 4.532 0.383 1.2 0.6 -0.1
C -2.403 4.918 -0.697 -0.4 0.1 -0.3
C -3.622 4.018 -0.772 -0.2 -0.1 0.2
O 0.451 4.218 1.555 1.4 -0.8 -2.6
C 0.040 5.477 2.095 0.1 1.0 0.0
C -1.106 5.314 3.080 -0.1 -0.5 0.1
H 0.048 0.682 0.185 0.0 0.0 0.0
H -0.566 0.365 1.811 -0.1 0.1 0.0
H 1.963 1.961 1.154 0.0 -0.1 0.0
H 1.897 0.347 1.879 0.0 0.0 0.0
H 1.303 1.765 2.773 0.0 -0.1 -0.1
H -1.854 4.941 -1.642 -0.1 -0.2 0.2
H -2.728 5.946 -0.508 0.1 0.0 0.2
H -3.351 2.961 -0.790 0.2 0.1 -0.1
H -4.217 4.239 -1.661 0.0 0.0 0.1
H -4.250 4.162 0.113 0.0 0.1 -0.1
H -0.193 6.184 1.298 -0.1 -0.1 0.1
H 0.900 5.889 2.631 0.1 -0.2 -0.1
H -1.934 4.724 2.681 0.2 0.2 -0.1
H -1.492 6.292 3.377 0.1 0.0 -0.1
H -0.765 4.788 3.976 0.1 0.1 0.0
O -0.421 9.328 -0.138 -3.1 -1.9 -2.7
P -0.001 9.492 -1.604 7.3 4.0 2.6
O 1.447 8.691 -1.495 -0.8 -0.6 -0.4
C 1.412 7.272 -1.473 0.1 -0.3 -0.1
C 0.943 6.698 -2.798 0.0 0.0 -0.1
O 0.550 11.044 -1.386 -1.0 -0.3 -0.9
C 0.126 11.855 -0.297 -0.1 0.2 0.5
C 1.103 11.752 0.859 0.3 0.0 0.0
O 0.296 9.656 -3.281 -2.3 -1.3 1.4
C 0.482 10.918 -3.925 -0.3 0.8 -0.5
C 1.934 11.366 -3.868 0.3 -0.3 0.2
H 0.770 6.930 -0.654 0.0 0.0 0.0
H 2.428 6.926 -1.267 0.0 0.2 0.1
H -0.099 6.970 -2.995 0.0 -0.1 0.0
H 1.015 5.608 -2.797 0.0 0.0 0.0
H 1.540 7.092 -3.624 0.0 0.0 0.1
H -0.895 11.610 0.009 0.2 -0.1 0.0
H 0.096 12.891 -0.651 0.1 -0.1 -0.2
H 1.298 10.716 1.140 -0.2 0.0 0.0
H 0.729 12.286 1.736 0.0 0.0 -0.1
H 2.068 12.183 0.573 -0.1 0.0 0.0
H -0.202 11.665 -3.519 0.2 0.0 0.1
H 0.203 10.783 -4.974 -0.1 -0.2 0.1
H 2.355 11.329 -2.861 -0.3 0.1 -0.1
H 2.030 12.388 -4.244 -0.1 -0.1 0.0
H 2.557 10.710 -4.480 -0.1 0.1 -0.1
```
Positions in Å, forces in eV/Å.